[1]
{"formula": "C16H52AsF6O10", "method": "the ωB97M-V functional and the def2-TZVPD basis", "species": ["As", "F", "F", "F", "F", "F", "F", "C", "C", "C", "O", "H", "H", "H", "H", "H", "H", "H", "H", "C", "C", "C", "O", "H", "H", "H", "H", "H", "H", "H", "H", "C", "C", "C", "O", "H", "H", "H", "H", "H", "H", "H", "H", "C", "O", "H", "H", "H", "H", "C", "O", "H", "H", "H", "H", "C", "O", "H", "H", "H", "H", "C", "O", "H", "H", "H", "H", "C", "O", "H", "H", "H", "H", "C", "O", "H", "H", "H", "H", "C", "O", "H", "H", "H", "H"], "positions_angstrom": [[0.661, 0.151, 0.162], [1.650, -0.503, 1.480], [-0.635, -0.920, 0.690], [-0.360, 0.781, -1.106], [1.961, 1.122, -0.445], [1.231, -1.171, -0.844], [0.049, 1.385, 1.263], [2.350, -3.642, -3.038], [0.824, -3.529, -3.149], [0.258, -4.629, -4.031], [0.271, -3.573, -1.843], [2.656, -4.652, -2.761], [2.786, -2.860, -2.422], [2.759, -3.533, -4.053], [0.555, -2.563, -3.590], [0.606, -5.611, -3.710], [0.687, -4.474, -5.026], [-0.817, -4.513, -4.143], [0.593, -2.810, -1.340], [-2.083, 3.781, 0.942], [-3.141, 4.810, 1.239], [-2.991, 6.130, 0.464], [-4.465, 4.292, 1.026], [-2.176, 2.885, 1.553], [-1.087, 4.202, 1.076], [-2.127, 3.463, -0.105], [-3.015, 5.082, 2.295], [-3.537, 6.153, -0.476], [-1.928, 6.324, 0.298], [-3.296, 6.958, 1.111], [-5.067, 5.007, 1.254], [-0.302, -3.869, 2.480], [-1.764, -3.831, 2.041], [-2.671, -3.134, 3.048], [-1.946, -3.279, 0.749], [0.179, -2.891, 2.464], [0.290, -4.512, 1.826], [-0.221, -4.294, 3.482], [-2.190, -4.841, 2.010], [-3.720, -3.426, 2.976], [-2.500, -2.060, 3.115], [-2.457, -3.603, 4.023], [-1.416, -2.459, 0.723], [3.899, -0.733, 3.781], [2.621, -1.347, 3.889], [4.520, -1.237, 3.033], [3.773, 0.302, 3.456], [4.375, -0.826, 4.754], [2.077, -1.059, 3.139], [-2.507, -1.266, -2.260], [-2.979, -2.434, -2.926], [-1.485, -1.448, -1.932], [-2.478, -0.416, -2.949], [-3.122, -1.011, -1.394], [-3.575, -2.151, -3.622], [-0.700, -0.037, 4.156], [-1.625, 0.743, 3.393], [-0.068, 0.570, 4.806], [-1.302, -0.744, 4.723], [-0.077, -0.598, 3.461], [-1.187, 0.976, 2.559], [-4.108, 1.768, -1.448], [-4.526, 3.116, -1.544], [-4.675, 1.213, -0.692], [-4.365, 1.239, -2.367], [-3.035, 1.713, -1.254], [-4.476, 3.518, -0.659], [4.858, 0.317, 0.421], [6.220, -0.050, 0.622], [4.651, 0.956, 1.274], [4.691, 0.927, -0.475], [4.188, -0.533, 0.291], [6.540, -0.638, -0.065], [1.840, 0.007, -3.931], [1.731, 0.196, -5.335], [0.873, 0.028, -3.425], [2.339, -0.927, -3.681], [2.490, 0.788, -3.521], [1.489, 1.107, -5.507], [2.984, 4.086, -0.088], [3.022, 5.488, 0.203], [3.656, 3.587, 0.610], [1.955, 3.776, 0.074], [3.226, 3.814, -1.117], [3.821, 5.874, -0.161]], "lowdin_charge": [0.83, -0.25, -0.24, -0.24, -0.23, -0.25, -0.24, -0.07, -0.50, -0.05, -0.06, 0.08, 0.06, 0.08, 0.12, 0.08, 0.08, 0.08, 0.04, -0.05, -0.47, -0.05, -0.06, 0.07, 0.09, 0.08, 0.13, 0.08, 0.08, 0.07, 0.10, -0.04, -0.49, -0.06, -0.06, 0.06, 0.08, 0.07, 0.13, 0.07, 0.06, 0.07, 0.04, -0.16, -0.14, 0.07, 0.07, 0.07, 0.02, -0.16, -0.11, 0.05, 0.08, 0.08, 0.06, -0.15, -0.15, 0.08, 0.07, 0.04, 0.02, -0.18, -0.14, 0.08, 0.07, 0.06, 0.02, -0.17, -0.13, 0.07, 0.07, 0.07, 0.07, -0.16, -0.12, 0.07, 0.06, 0.08, 0.07, -0.16, -0.13, 0.07, 0.07, 0.08, 0.06], "homo_ev": -6.93, "total_charge": -1, "e_tot_ha": -4228.28101, "e_lumo_ev": 2.37, "orbital_gap_ev": 9.296}

***

[2]
{"formula": "CH6NOS", "method": "the ωB97M-V functional and the def2-TZVPD basis", "species": ["C", "N", "O", "S", "H", "H", "H", "H", "H", "H"], "positions_angstrom": [[0.115, 0.790, 0.572], [-1.295, -0.010, -0.392], [1.938, -1.011, 0.085], [1.560, 0.549, -0.213], [-0.034, 0.130, 1.384], [-0.237, 1.758, 0.438], [-1.572, 0.172, -1.354], [-2.144, 0.043, 0.144], [-1.117, -1.005, -0.498], [2.786, -1.417, -0.165]], "nbo_charge": [-0.40, -0.84, -0.88, 0.80, 0.26, 0.27, 0.42, 0.41, 0.41, 0.55], "homo_ev": -14.08, "total_charge": 1, "e_tot_ha": -569.55587, "e_lumo_ev": -4.15, "orbital_gap_ev": 9.923, "e_above_lowest_ev": 1.497}

***

[3]
{"formula": "C4H6O2", "method": "the ωB97M-V functional and the def2-TZVPD basis", "species": ["O", "C", "C", "C", "O", "C", "H", "H", "H", "H", "H", "H"], "positions_angstrom": [[-2.080, -0.907, -0.686], [-1.005, -0.426, -0.419], [-0.151, -0.724, 0.807], [1.124, 0.119, 0.634], [0.880, 1.029, -0.439], [-0.296, 0.712, -1.150], [-0.047, -1.800, 0.997], [-0.720, -0.261, 1.603], [1.251, 0.710, 1.546], [2.053, -0.444, 0.454], [-0.057, 0.401, -2.174], [-0.951, 1.593, -1.174]], "nbo_charge": [-0.52, 0.59, -0.56, -0.06, -0.52, -0.18, 0.25, 0.24, 0.18, 0.18, 0.20, 0.21], "smiles": "O=C1CCOC1", "homo_ev": -9.80, "e_tot_ha": -306.46759, "e_lumo_ev": 0.83, "orbital_gap_ev": 10.623, "e_above_lowest_ev": 1.053}